{"formula": "C37H65N12O3S", "method": "ωB97M-V/def2-TZVPD", "total_charge": 1, "e_lumo_ev": -2.8590, "symbols": ["C", "C", "C", "C", "N", "S", "C", "C", "C", "C", "C", "N", "C", "C", "C", "C", "O", "O", "C", "C", "C", "C", "O", "H", "H", "H", "H", "H", "H", "H", "H", "H", "H", "H", "H", "H", "H", "H", "H", "H", "H", "H", "H", "H", "H", "H", "H", "H", "H", "H", "H", "H", "H", "H", "H", "H", "H", "H", "C", "C", "N", "H", "H", "H", "C", "C", "N", "H", "H", "H", "C", "C", "N", "H", "H", "H", "C", "C", "N", "H", "H", "H", "C", "C", "N", "H", "H", "H", "C", "C", "N", "H", "H", "H", "C", "C", "N", "H", "H", "H", "C", "C", "N", "H", "H", "H", "C", "C", "N", "H", "H", "H", "C", "C", "N", "H", "H", "H"], "xyz": [[2.459, 2.605, 1.960], [1.941, 2.146, 0.573], [2.523, 0.773, 0.195], [2.643, 0.612, -1.335], [1.571, -0.211, -2.028], [1.432, 0.525, -3.678], [0.259, -0.220, -1.318], [-0.881, -0.904, -2.074], [-1.820, -1.672, -1.088], [-2.160, -0.957, 0.215], [-2.984, -1.921, 1.117], [-2.334, -3.205, 1.405], [-1.760, 0.041, -2.909], [-2.252, 1.308, -2.176], [-3.797, 1.292, -2.068], [-4.341, 2.201, -0.951], [-3.453, 3.249, -0.577], [-0.427, -1.922, -3.002], [0.753, -2.561, -2.574], [1.959, -1.634, -2.325], [2.906, -2.298, -1.322], [2.340, -2.625, 0.056], [3.035, -2.775, 0.978], [1.695, 2.457, 2.713], [2.717, 3.656, 1.890], [3.386, 2.107, 2.218], [2.284, 2.902, -0.126], [0.851, 2.159, 0.545], [2.028, -0.041, 0.720], [3.541, 0.799, 0.572], [2.573, 1.603, -1.751], [3.639, 0.287, -1.597], [0.604, 1.593, -3.504], [0.377, -0.752, -0.379], [0.038, 0.801, -1.032], [-1.325, -2.623, -0.886], [-2.723, -1.915, -1.636], [-1.289, -0.689, 0.816], [-2.788, -0.085, 0.089], [-3.150, -1.414, 2.067], [-3.955, -2.099, 0.665], [-1.324, -3.148, 1.346], [-2.664, -3.869, 0.716], [-2.618, -0.533, -3.243], [-1.259, 0.350, -3.821], [-2.014, 2.217, -2.711], [-1.895, 1.411, -1.156], [-4.279, 1.454, -3.029], [-4.052, 0.269, -1.777], [-4.631, 1.630, -0.070], [-5.257, 2.676, -1.303], [-3.140, 3.027, 0.311], [1.053, -3.227, -3.377], [0.502, -3.203, -1.724], [2.507, -1.592, -3.263], [3.180, -3.257, -1.768], [3.845, -1.777, -1.164], [1.240, -2.691, 0.189], [7.000, 1.304, -2.201], [5.951, 2.101, -1.587], [5.124, 2.735, -1.101], [7.859, 1.198, -1.532], [6.647, 0.300, -2.437], [7.348, 1.757, -3.128], [-2.993, 2.445, -6.156], [-1.858, 2.819, -5.329], [-0.964, 3.114, -4.672], [-3.488, 3.324, -6.566], [-2.680, 1.822, -6.995], [-3.733, 1.888, -5.583], [6.227, -3.418, 0.891], [7.394, -3.825, 0.120], [8.308, -4.145, -0.494], [5.829, -4.247, 1.474], [6.471, -2.615, 1.585], [5.431, -3.062, 0.244], [-0.923, 2.580, 4.075], [-1.738, 2.248, 2.922], [-2.401, 1.987, 2.021], [-0.128, 1.848, 4.227], [-0.462, 3.557, 3.959], [-1.523, 2.610, 4.982], [-3.899, 5.891, 2.703], [-2.878, 5.553, 3.681], [-2.077, 5.287, 4.461], [-4.511, 5.024, 2.461], [-4.559, 6.670, 3.083], [-3.451, 6.252, 1.778], [9.073, 1.548, 1.852], [9.079, 0.701, 0.669], [9.083, 0.032, -0.266], [8.489, 2.452, 1.684], [8.643, 1.026, 2.705], [10.084, 1.849, 2.121], [-1.959, -1.191, -8.315], [-2.305, -0.078, -9.187], [-2.579, 0.803, -9.870], [-2.335, -1.032, -7.305], [-2.382, -2.124, -8.684], [-0.878, -1.318, -8.252], [-1.125, -6.726, 3.122], [-1.982, -7.031, 1.987], [-2.661, -7.265, 1.091], [-0.312, -7.446, 3.209], [-0.680, -5.737, 3.028], [-1.685, -6.745, 4.056], [-5.344, -7.690, 5.003], [-4.275, -6.848, 5.517], [-3.431, -6.182, 5.923], [-5.647, -8.432, 5.741], [-6.221, -7.097, 4.747], [-5.028, -8.221, 4.106], [-3.669, 6.485, 7.926], [-4.802, 6.743, 7.052], [-5.689, 6.942, 6.350], [-2.731, 6.749, 7.438], [-3.742, 7.066, 8.845], [-3.617, 5.433, 8.200]], "mulliken_charge": [-1.24, -0.14, -0.44, -1.50, 0.54, -0.20, -1.35, 2.52, -1.06, 1.28, -1.50, -0.54, -2.60, 0.46, -0.80, -0.74, -0.59, -0.44, -1.24, 0.43, -0.87, 0.02, -0.43, 0.11, 0.38, 0.39, 0.35, 0.08, 0.27, 0.60, 0.62, 0.47, 0.26, -0.02, 0.31, 0.35, 0.47, 0.30, -0.94, 0.41, 0.47, 0.26, 0.32, 0.83, 0.45, 0.74, -0.49, 0.43, 0.22, 0.33, 0.41, 0.25, 0.44, 0.48, 0.58, 0.61, 0.20, 0.30, -0.77, 0.52, -0.44, 0.12, 0.25, 0.33, -0.71, 0.61, -0.50, 0.38, 0.06, 0.22, -0.12, 0.26, -0.36, 0.32, 0.27, -0.35, -1.34, 0.64, -0.45, 0.35, 0.38, 0.42, -0.84, 0.43, -0.46, 0.24, 0.33, 0.30, -0.78, 0.47, -0.47, 0.29, 0.27, 0.29, -0.67, 0.32, -0.36, 0.18, 0.30, 0.25, -0.53, 0.40, -0.44, 0.30, 0.17, 0.09, -0.74, 0.38, -0.43, 0.28, 0.26, 0.27, -0.78, 0.36, -0.39, 0.25, 0.31, 0.25]}

{"formula": "C37H67Be2Br4FN3O10P", "method": "ωB97M-V/def2-TZVPD", "total_charge": 2, "e_lumo_ev": -9.8301, "symbols": ["C", "C", "O", "C", "C", "C", "C", "C", "C", "C", "C", "O", "O", "C", "C", "C", "C", "C", "C", "C", "O", "C", "N", "P", "C", "C", "C", "C", "C", "O", "O", "H", "H", "H", "H", "H", "H", "H", "H", "H", "H", "H", "H", "H", "H", "H", "H", "H", "H", "H", "H", "H", "H", "H", "H", "H", "H", "H", "H", "H", "H", "H", "H", "H", "H", "H", "H", "H", "H", "H", "Br", "C", "Br", "Br", "Br", "H", "C", "C", "C", "O", "C", "N", "H", "H", "H", "H", "H", "H", "H", "H", "H", "H", "H", "Be", "C", "O", "H", "H", "H", "F", "Be", "C", "C", "C", "C", "N", "H", "H", "H", "H", "H", "H", "H", "O", "C", "O", "C", "C", "C", "H", "H", "H", "H", "H", "H"], "xyz": [[0.715, 1.611, 4.096], [-0.724, 1.134, 3.800], [-1.462, 2.201, 3.254], [-2.861, 1.889, 3.127], [-3.335, 2.010, 1.672], [-2.749, 3.272, 0.977], [-1.397, 2.980, 0.281], [-1.256, 3.763, -1.070], [-0.653, 2.947, -2.202], [-1.546, 2.381, -3.104], [-3.017, 2.531, -2.946], [-3.659, 3.527, -3.373], [-3.791, 1.681, -2.324], [-1.051, 1.652, -4.166], [0.303, 1.478, -4.331], [0.739, 0.642, -5.516], [-0.294, -0.431, -5.951], [-0.410, -1.534, -4.847], [-1.802, -1.692, -4.169], [-1.873, -3.136, -3.597], [-3.182, -3.543, -3.287], [-3.555, -3.221, -1.955], [1.159, 2.037, -3.450], [2.928, 1.761, -3.762], [3.720, 0.639, -2.519], [3.782, 3.358, -3.964], [0.709, 2.745, -2.386], [1.635, 3.347, -1.365], [2.065, 2.307, -0.295], [1.224, 1.595, 0.203], [3.358, 2.224, 0.098], [1.324, 1.528, 3.189], [1.219, 1.011, 4.869], [0.741, 2.759, 4.463], [-1.145, 0.799, 4.762], [-0.729, 0.276, 3.105], [-3.400, 2.599, 3.773], [-3.042, 0.883, 3.542], [-4.433, 2.051, 1.688], [-3.039, 1.097, 1.132], [-2.628, 4.039, 1.754], [-3.524, 3.609, 0.266], [-1.227, 1.912, 0.109], [-0.618, 3.368, 0.943], [-0.675, 4.680, -0.912], [-2.263, 4.121, -1.333], [-3.222, 0.957, -1.752], [-1.776, 1.241, -4.862], [0.983, 1.346, -6.330], [1.671, 0.103, -5.331], [-1.254, -0.018, -6.280], [0.148, -0.911, -6.833], [0.347, -1.408, -4.057], [-0.185, -2.491, -5.336], [-2.619, -1.484, -4.867], [-1.850, -1.016, -3.250], [-1.165, -3.252, -2.756], [-1.509, -3.825, -4.373], [-3.995, -4.119, -1.502], [-2.707, -2.921, -1.311], [-4.296, -2.403, -1.935], [4.380, 1.136, -1.803], [2.937, 0.034, -2.028], [4.302, -0.082, -3.107], [4.458, 3.280, -4.815], [3.090, 4.266, -4.000], [4.424, 3.509, -3.074], [1.162, 4.154, -0.797], [2.557, 3.769, -1.786], [3.589, 1.287, 0.007], [0.621, 4.201, 3.363], [7.734, 4.252, -5.145], [6.663, 3.702, -6.651], [7.138, 5.933, -4.424], [7.817, 2.880, -3.787], [8.745, 4.395, -5.506], [-6.535, -3.641, 3.821], [-6.767, -2.190, 3.416], [-5.539, -1.535, 2.764], [-4.526, -1.142, 3.679], [-3.638, -2.176, 4.064], [-7.230, -1.435, 4.585], [-5.917, -3.731, 4.713], [-7.486, -4.126, 4.040], [-6.056, -4.203, 3.016], [-7.569, -2.188, 2.671], [-5.868, -0.607, 2.283], [-5.121, -2.169, 1.971], [-3.445, -2.876, 3.246], [-4.025, -2.711, 4.937], [-2.693, -1.713, 4.357], [-7.474, -0.491, 4.297], [-6.428, -1.301, 5.197], [-5.000, 3.094, -2.701], [-5.489, -3.912, 7.509], [-4.533, -3.973, 6.611], [-5.169, -3.785, 8.562], [-6.222, -3.067, 7.388], [-6.175, -4.788, 7.554], [3.114, 5.610, -4.931], [-2.337, -0.271, -1.866], [-1.057, -8.000, 5.846], [-1.733, -6.673, 5.519], [-3.263, -6.766, 5.520], [-3.715, -7.731, 4.506], [-4.062, -8.485, 3.705], [-1.288, -8.761, 5.099], [0.027, -7.881, 5.863], [-1.372, -8.371, 6.822], [-1.386, -6.327, 4.543], [-1.425, -5.925, 6.254], [-3.699, -5.791, 5.296], [-3.625, -7.082, 6.499], [11.167, 3.797, -4.750], [11.570, 3.252, -3.763], [11.332, 1.948, -3.480], [11.851, 1.629, -2.177], [12.913, 2.680, -1.903], [12.360, 3.893, -2.641], [11.030, 1.669, -1.457], [12.260, 0.621, -2.188], [13.087, 2.849, -0.841], [13.860, 2.377, -2.353], [11.679, 4.476, -2.019], [13.151, 4.525, -3.035]], "mulliken_charge": [-1.17, -0.06, -0.07, -0.46, -0.28, -0.93, 0.55, -2.47, -0.34, 0.48, 0.87, -0.63, -0.29, -0.61, 1.07, -1.18, -1.37, -0.68, 0.66, -0.79, -0.45, -0.67, 0.14, 0.01, -1.15, -0.76, 0.69, -0.93, 0.62, -0.49, -0.50, 0.23, 0.41, 0.32, 0.36, 0.32, 0.28, 0.06, 0.41, -0.02, 0.34, 0.33, 0.51, -0.40, 0.85, 0.90, 0.59, 0.58, 0.53, 0.43, 0.59, 0.49, 0.47, 0.53, 0.52, -0.47, 0.42, 0.37, 0.36, 0.27, 0.28, 0.23, 0.44, 0.48, -0.04, 0.59, 0.47, 0.53, 0.21, 0.43, -0.11, -0.29, -0.03, 0.03, -0.02, 0.30, -0.98, 0.25, -0.66, -0.27, -0.35, -0.69, -0.13, 0.40, 0.35, 0.45, 0.29, 0.35, 0.35, -0.12, 0.27, 0.27, 0.30, 0.27, -0.63, -0.32, 0.31, 0.30, 0.33, -0.75, -0.53, -1.23, -0.52, 0.59, 0.19, -0.44, 0.36, 0.35, 0.32, 0.28, 0.34, -0.52, 0.31, -0.58, 0.53, -0.34, -0.38, -0.51, -0.42, 0.24, 0.31, 0.32, 0.27, 0.24, 0.31]}